# 1
An isolated ion of composition C29H39N4O and charge +1 at a distorted geometry, computed with ωB97M-V/def2-TZVPD.

Last column: Mulliken charge in e.
Element x y z (Å)
C1 -0.531 -0.227 3.657  -1.260
C2 -1.512 0.915 3.512  0.905
N1 -1.783 1.637 4.613  -0.177
C3 -2.730 2.734 4.744  -0.530
C4 -3.116 3.137 3.303  -0.934
C5 -3.244 2.009 2.263  -0.706
N2 -2.022 1.191 2.307  0.381
C6 -1.904 0.292 0.807  0.867
C7 -0.693 0.280 0.055  -0.472
C8 0.606 0.104 0.549  -0.957
N3 1.581 -0.701 0.016  0.694
C9 2.974 -0.654 0.520  0.174
C10 3.445 0.773 0.727  -1.704
C11 3.459 1.531 -0.580  0.474
C12 4.616 1.516 -1.372  -0.386
C13 4.636 2.166 -2.608  -0.623
C14 3.512 2.870 -3.048  -0.522
C15 2.381 2.938 -2.231  -0.806
C16 2.365 2.298 -0.983  0.136
C17 3.762 -1.312 -0.615  -0.184
O1 4.949 -1.618 -0.605  -0.685
N4 2.892 -1.482 -1.660  0.870
C18 3.433 -1.704 -3.001  -1.259
C19 1.488 -1.354 -1.319  -1.515
C20 0.714 -2.736 -1.425  2.262
C21 1.358 -3.729 -0.460  -1.787
C22 0.805 -3.238 -2.862  -1.891
C23 -0.767 -2.607 -1.114  -1.875
C24 -3.169 0.288 0.026  -0.024
C25 -4.312 -0.317 0.634  -0.560
C26 -5.491 -0.459 -0.086  -0.866
C27 -5.500 -0.226 -1.477  -0.448
C28 -4.377 0.302 -2.117  -0.736
C29 -3.236 0.617 -1.366  -0.284
H1 0.478 0.277 3.648  0.331
H2 -0.749 -0.857 4.550  0.506
H3 -0.605 -0.850 2.737  0.182
H4 -1.257 1.413 5.434  0.238
H5 -2.277 3.636 5.209  0.334
H6 -3.645 2.441 5.314  0.325
H7 -2.366 3.852 2.933  0.351
H8 -4.085 3.674 3.273  0.430
H9 -3.388 2.398 1.239  0.442
H10 -4.215 1.486 2.506  0.287
H11 -1.798 -0.538 1.718  0.212
H12 -0.886 0.169 -1.021  0.107
H13 0.901 0.629 1.467  0.583
H14 3.125 -1.276 1.418  0.438
H15 2.826 1.262 1.482  0.550
H16 4.473 0.713 1.101  0.627
H17 5.493 0.957 -1.035  0.399
H18 5.532 2.106 -3.228  0.426
H19 3.535 3.391 -4.012  0.391
H20 1.498 3.486 -2.556  0.418
H21 1.485 2.368 -0.340  0.396
H22 4.201 -0.951 -3.246  0.292
H23 3.949 -2.676 -3.083  0.340
H24 2.631 -1.624 -3.739  0.470
H25 1.036 -0.645 -2.026  0.811
H26 1.236 -3.382 0.574  0.274
H27 0.867 -4.705 -0.572  0.458
H28 2.425 -3.864 -0.675  0.351
H29 0.455 -2.477 -3.572  0.367
H30 1.807 -3.581 -3.138  0.411
H31 0.143 -4.109 -2.990  0.460
H32 -1.261 -1.873 -1.764  0.371
H33 -1.237 -3.586 -1.308  0.590
H34 -0.947 -2.350 -0.065  0.178
H35 -4.277 -0.658 1.679  0.436
H36 -6.411 -0.728 0.434  0.399
H37 -6.434 -0.381 -2.043  0.376
H38 -4.427 0.509 -3.213  0.372
H39 -2.418 1.109 -1.891  0.502

Values from the calculation:
Net charge: +1
Frontier orbital gap in eV: 7.720
SMILES string: CC1=[NH+]CCCN1[C@H](/C=C/N1[C@H](Cc2ccccc2)C(=O)N(C)[C@H]1C(C)(C)C)c1ccccc1
2S+1: 1
Lowest unoccupied orbital energy in eV: -2.7
HOMO energy in eV: -10.44

---

# 2
A 14-piece molecular cluster, H31O17P overall at a distorted geometry, computed with ωB97M-V/def2-TZVPD.

Last column: Mulliken charge in e.
Element x y z (Å)
O1 -1.765 -5.741 -14.751  -0.388
H1 -1.186 -6.478 -14.475  0.440
H2 -2.376 -6.120 -15.531  0.401
H3 -2.237 -5.393 -13.975  0.388
O2 -6.450 -9.763 -16.278  -0.379
H4 -6.066 -8.917 -16.769  0.477
H5 -5.815 -10.494 -16.223  0.429
H6 -6.774 -9.553 -15.380  0.455
O3 -7.581 -4.880 -18.420  -0.403
H7 -6.711 -5.165 -17.880  0.360
H8 -7.537 -5.252 -19.324  0.440
H9 -8.346 -5.296 -17.978  0.453
O4 -2.765 -9.101 -17.083  -0.331
H10 -2.877 -9.801 -16.422  0.471
H11 -3.086 -8.176 -16.705  0.379
H12 -3.336 -9.367 -17.871  0.538
O5 -4.560 -7.949 -13.096  -0.328
H13 -5.172 -7.724 -13.926  0.416
H14 -3.893 -8.630 -13.273  0.434
H15 -4.141 -7.155 -12.729  0.399
P1 -4.910 -6.786 -16.679  0.235
O6 -5.211 -7.960 -17.636  -1.178
O7 -3.341 -6.628 -16.521  -0.886
O8 -5.535 -7.190 -15.301  -0.622
O9 -5.484 -5.486 -17.235  -0.221
O10 -4.035 -3.824 -19.390  -0.691
H16 -4.679 -4.026 -18.709  0.281
H17 -3.183 -4.172 -19.032  0.419
O11 -7.691 -6.440 -13.960  -0.642
H18 -7.484 -5.627 -13.491  0.281
H19 -6.920 -6.620 -14.537  0.387
O12 -3.988 -6.812 -20.002  -0.623
H20 -4.150 -5.885 -20.246  0.411
H21 -4.396 -6.905 -19.136  0.231
O13 -3.923 -10.161 -19.252  -0.723
H22 -4.279 -10.781 -19.900  0.340
H23 -4.506 -9.385 -19.276  0.324
O14 -6.751 -3.748 -15.508  -0.616
H24 -6.468 -3.632 -14.597  0.289
H25 -6.083 -4.320 -15.921  0.256
O15 -2.927 -3.124 -15.724  -0.647
H26 -3.591 -2.439 -15.878  0.329
H27 -3.288 -3.900 -16.164  0.311
O16 -1.954 -5.083 -18.294  -0.671
H28 -1.323 -5.669 -18.728  0.323
H29 -2.461 -5.673 -17.687  0.441
O17 -7.232 -7.394 -19.421  -0.730
H30 -6.507 -7.726 -18.857  0.380
H31 -6.885 -7.432 -20.322  0.356

Values from the calculation:
Net charge: +2
Frontier orbital gap in eV: 7.135
2S+1: 1
Lowest unoccupied orbital energy in eV: -8.1
HOMO energy in eV: -15.27

---

Let's list total energy in order: -1422.4196 -1638.4619 hartree.